Below is a 11-piece molecular cluster, C5H34N2O10S overall, with properties calculated with wB97M-V/def2-TZVPD.

```
! wB97M-V def2-TZVPD RIJCOSX def2/J DEFGRID3
* xyz 0 1
C -1.766 -2.678 1.870
C -1.533 -1.261 1.355
C -2.834 -0.520 1.067
S -3.636 0.198 2.543
N -0.861 -1.415 0.018
C 0.545 -1.113 0.021
C 1.338 -1.551 -1.254
N 1.627 -2.995 -0.998
H -2.511 -3.184 1.179
H -1.965 -2.842 2.928
H -0.889 -3.324 1.562
H -0.820 -0.800 2.036
H -3.554 -1.024 0.371
H -2.628 0.321 0.376
H -3.423 1.497 2.237
H -1.036 -2.286 -0.462
H 0.678 -0.022 0.229
H 1.148 -1.584 0.846
H 0.887 -1.256 -2.187
H 2.271 -0.975 -1.333
H 2.410 -3.204 -1.617
H 0.883 -3.596 -1.337
O 0.550 3.107 -0.796
H 0.304 2.438 -1.447
H 0.946 2.664 -0.016
O 3.412 0.190 0.571
H 3.827 0.854 -0.007
H 3.992 -0.582 0.497
O -0.468 -0.944 -4.014
H 0.358 -0.423 -4.100
H -1.160 -0.369 -3.659
O 3.476 2.526 -0.991
H 3.510 2.731 -0.032
H 2.598 2.856 -1.233
O 2.143 -3.583 2.369
H 3.017 -3.357 2.061
H 1.507 -3.744 1.653
O -2.590 3.430 -1.063
H -1.756 3.885 -0.872
H -2.388 2.983 -1.891
O 0.607 1.326 -3.881
H 0.210 1.301 -3.001
H 1.421 1.832 -3.768
O 2.159 2.598 1.290
H 2.100 2.910 2.203
H 2.257 1.641 1.509
O 1.190 0.254 2.745
H 1.871 -0.152 3.297
H 1.318 -0.272 1.931
O -1.999 0.403 -2.078
H -2.932 0.602 -2.025
H -1.564 -0.019 -1.302
*
```

Values from the calculation:
- HOMO energy (Ha) = -0.3343
- energy above the lowest of the compared OMol25 structures with the same formula, charge and spin (kJ/mol) = 275.55


Below is a 12-piece molecular cluster, C5H34N2O12 overall, with properties calculated with wB97M-V/def2-TZVPD.

```
! wB97M-V def2-TZVPD RIJCOSX def2/J DEFGRID3
* xyz 0 1
C 1.672 2.719 -1.340
N 0.407 1.980 -0.931
C 0.061 0.856 -1.877
C -0.942 -0.127 -1.319
O -1.280 -1.155 -1.870
C -0.549 2.892 -0.478
C -0.498 2.837 1.134
N -1.867 2.759 1.840
H 2.438 1.973 -1.353
H 1.563 3.217 -2.378
H 1.956 3.490 -0.648
H 1.051 0.515 -2.164
H -0.422 1.275 -2.691
H -1.584 0.174 -0.355
H -0.383 3.850 -0.742
H -1.627 2.351 -0.792
H -0.049 1.834 1.421
H 0.142 3.719 1.561
H -2.107 1.953 2.324
H -2.634 3.173 1.283
O -4.487 -0.438 -1.964
H -4.883 -0.876 -1.177
H -3.540 -0.314 -1.572
O 2.015 -1.569 -2.809
H 2.139 -2.508 -2.540
H 2.966 -1.473 -3.243
O 1.371 -3.996 2.526
H 0.730 -3.413 2.904
H 2.003 -3.251 2.395
O -3.577 -0.241 1.599
H -3.493 -1.136 1.162
H -4.040 -0.524 2.338
O 4.462 0.068 -1.357
H 4.422 -0.785 -0.950
H 4.310 0.850 -1.010
O 2.330 -3.004 -0.096
H 1.396 -2.805 -0.273
H 2.209 -3.591 0.624
O -3.353 2.750 -1.447
H -3.252 2.659 -2.345
H -4.070 2.071 -1.329
O -0.154 -1.988 1.943
H 0.275 -1.141 2.095
H -0.977 -2.140 1.747
O -2.091 -3.388 1.041
H -2.163 -4.187 1.647
H -1.731 -3.758 0.202
O 3.178 -0.966 2.963
H 4.042 -0.579 3.049
H 2.786 -0.570 2.093
O 2.305 0.087 0.588
H 1.958 -0.824 0.191
H 1.566 0.696 0.377
*
```

Values from the calculation:
- HOMO energy (Ha) = -0.3020
- energy above the lowest of the compared OMol25 structures with the same formula, charge and spin (kJ/mol) = 730.86


Below is a 13-piece molecular cluster, C5H34NO14 overall, with properties calculated with wB97M-V/def2-TZVPD.

```
! wB97M-V def2-TZVPD RIJCOSX def2/J DEFGRID3
* xyz 1 1
O 3.435 1.172 -2.719
C 2.596 0.310 -2.880
C 1.886 -0.300 -1.648
C 1.444 -1.733 -2.062
C 0.186 -2.246 -1.460
C 0.125 -2.223 0.067
O 0.261 -1.194 0.700
N 0.729 0.587 -1.314
H 2.267 -0.038 -3.793
H 2.550 -0.209 -0.745
H 1.482 -1.938 -3.166
H 2.403 -2.300 -1.824
H -0.651 -1.647 -1.773
H -0.029 -3.403 -1.644
H -0.032 -3.109 0.575
H -0.064 0.094 -0.748
H 0.174 0.773 -2.142
H 0.900 1.337 -0.702
H -2.457 -4.455 0.466
H -2.708 -3.961 -0.958
O -2.291 -3.811 -0.154
H -4.970 -0.950 1.059
H -3.924 -1.717 0.566
O -4.390 -0.903 0.267
H -3.018 0.203 2.850
H -3.071 -1.236 3.410
O -3.063 -0.714 2.625
H -1.017 1.443 3.330
H -1.458 2.674 4.009
O -1.720 1.625 4.019
H 3.262 -3.083 1.210
H 2.154 -3.207 2.261
O 2.490 -2.605 1.533
H 2.702 1.971 3.773
H 1.900 1.622 2.435
O 2.163 2.235 3.138
H 4.321 0.740 1.894
H 3.188 -0.277 2.116
O 3.713 0.142 1.407
H -3.567 1.913 1.640
H -1.983 2.114 1.484
O -2.903 2.490 1.352
H 0.522 1.940 -4.001
H -0.624 2.903 -3.551
O -0.371 2.068 -3.735
H 2.443 3.562 -1.319
H 1.358 3.783 -0.070
O 1.598 3.243 -0.831
H -1.453 -0.122 1.208
H -2.065 0.917 0.220
O -1.167 0.674 0.606
H -3.034 -0.132 -1.238
H -2.389 0.487 -2.470
O -2.209 0.123 -1.616
*
```

Values from the calculation:
- HOMO energy (Ha) = -0.4674
- energy above the lowest of the compared OMol25 structures with the same formula, charge and spin (kJ/mol) = 335.99